(1)
Below is the molecule C7H7BrINS2, with properties calculated with ωB97M-V/def2-TZVPD.

HOMO level: -8.28 eV
SMILES string: C/C(Br)=C(\SCI)c1nccs1
LUMO energy: -0.272 eV
Total charge: 0

Element x y z (Å)
C: -1.0980 -0.4208 -2.1176
C: -0.0337 -0.7870 -1.0635
Br: 0.9687 -2.3026 -1.5380
C: 0.2882 0.0002 0.0566
S: -0.6916 1.4626 0.3044
C: -1.2764 1.2269 1.9870
I: -2.3306 -0.5630 2.3610
C: 1.2581 -0.0638 1.0754
N: 1.5257 0.8698 1.9162
C: 2.6097 0.6277 2.6710
C: 3.1806 -0.6215 2.5309
S: 2.4734 -1.4770 1.2407
H: -1.8349 -1.1874 -2.0052
H: -0.6817 -0.7330 -3.1780
H: -1.4409 0.6124 -1.9421
H: -0.3605 1.4388 2.7186
H: -1.9675 2.0967 2.0993
H: 2.9271 1.3932 3.4661
H: 3.9632 -1.1124 2.9521

(2)
Below is a structure of composition C4H5N3O, with properties calculated with ωB97M-V/def2-TZVPD.

HOMO level: -9.34 eV
Energy above the lowest of the compared OMol25 structures with the same formula, charge and spin: 213.4 kcal per mole
LUMO energy: -0.121 eV
Total charge: 0

Element x y z (Å)
C: -0.9883 -0.9956 -1.8720
C: 0.3106 -0.0756 -0.0953
C: 1.6381 -0.3411 0.7082
C: -0.1892 1.5426 1.5904
H: -2.0328 -0.2602 -1.1313
H: -1.0994 -0.3206 -3.0265
H: -1.3701 -2.5093 -2.0821
H: 2.5301 -1.0074 0.4114
H: -1.2968 1.9821 2.1018
N: 0.2173 -0.8379 -1.1197
N: 1.8888 0.3701 1.7286
N: -0.5587 1.0165 0.5260
O: 0.9504 1.4366 2.2604